# 1
This record from the OMol25 dataset describes a 2-piece molecular cluster, C25H30N4O2 overall at a distorted geometry. The level of theory is wB97M-V/def2-TZVPD.

XYZ file:
```
61
Properties=species:S:1:pos:R:3:mulliken_charge:R:1
O 7.25 -1.72 0.36 -0.6184
O 4.71 0.35 -1.83 -0.6731
N -5.00 0.74 1.67 -0.7381
C 6.55 -1.69 1.36 0.7263
C 4.96 0.22 -0.64 0.1731
C -5.21 -0.31 0.87 0.4886
C 0.37 0.48 -2.59 -0.6140
C 1.06 -0.73 -2.77 -0.9271
C 0.51 1.20 -1.39 -0.4606
C 1.90 -1.22 -1.75 -0.2320
C 1.35 0.71 -0.38 -0.3904
C -3.18 3.89 1.74 -0.5474
C -2.54 3.87 0.50 -0.8962
C -4.60 -0.44 -0.39 1.3235
C 2.06 -0.49 -0.56 0.6213
C -4.00 2.82 2.11 -0.3080
C -2.72 2.79 -0.37 -0.6448
C -3.74 0.58 -0.81 -0.0125
C -4.19 1.73 1.26 -0.2940
C -3.54 1.70 0.01 0.7435
N -3.06 0.45 -2.01 -0.4807
N 5.65 1.15 0.04 -0.0848
N 5.26 -1.35 1.34 -0.2534
C 7.13 -2.04 2.71 -1.2231
C 6.18 2.37 -0.56 -0.9110
C -6.17 -1.36 1.38 -0.6321
C -4.82 -1.67 -1.26 -1.2198
C -6.02 -2.71 0.68 -0.7317
C -6.02 -2.51 -0.83 -1.0038
C 3.01 -0.98 0.52 -1.4782
C 4.50 -1.05 0.12 0.5385
H -0.25 0.87 -3.39 0.5809
H 0.97 -1.28 -3.70 0.4059
H 0.00 2.14 -1.26 0.3960
H 2.45 -2.13 -1.91 0.3701
H 1.47 1.28 0.53 0.3500
H -3.04 4.73 2.41 0.3735
H -1.91 4.70 0.20 0.4143
H -4.51 2.82 3.07 0.4605
H -2.24 2.81 -1.34 0.6954
H -3.09 -0.48 -2.43 0.3356
H -2.17 0.94 -2.06 -0.1790
H 5.87 0.95 1.00 0.2340
H 4.76 -1.38 2.21 0.2536
H 6.60 -2.90 3.12 0.3329
H 8.19 -2.29 2.58 0.3307
H 7.04 -1.19 3.38 0.3242
H 6.61 3.02 0.20 0.3427
H 5.38 2.90 -1.08 0.2785
H 6.96 2.11 -1.29 0.2936
H -7.19 -0.99 1.24 0.2645
H -6.02 -1.49 2.46 0.3175
H -4.96 -1.37 -2.30 0.4835
H -3.92 -2.29 -1.21 0.3723
H -5.08 -3.19 0.98 0.3005
H -6.84 -3.38 0.97 0.3432
H -5.99 -3.48 -1.34 0.3682
H -6.95 -2.01 -1.13 0.3628
H 2.69 -1.98 0.83 0.4417
H 2.92 -0.33 1.38 0.5430
H 4.63 -1.88 -0.59 0.3697
```

Output
LUMO level: 0.438 eV
Multiplicity: 1
Kohn-Sham gap: 8.203 eV
HOMO energy: -7.765 eV
Relative energy (zero: lowest compared OMol25 entry of this formula, charge and spin): 0.253 eV
SMILES: CNC(=O)[C@H](Cc1ccccc1)NC(C)=O.Nc1c2c(nc3ccccc13)CCCC2



# 2
This record from the OMol25 dataset describes one molecule with the formula C25H30N4O3S. The level of theory is wB97M-V/def2-TZVPD.

XYZ file:
```
63
Properties=species:S:1:pos:R:3:mulliken_charge:R:1
C -2.13 -3.35 3.76 -0.9590
H -2.88 -3.12 4.52 0.2591
O -2.49 -2.58 2.64 -0.4525
C -1.74 -2.68 1.51 0.6393
C -0.61 -3.48 1.38 -0.8073
C 0.08 -3.51 0.18 -0.5749
C -0.36 -2.74 -0.87 -0.4223
C -1.48 -1.93 -0.76 -0.4276
C -2.19 -1.89 0.43 1.2479
C -3.41 -1.06 0.59 -1.6426
H -3.27 -0.34 1.39 0.3396
H -3.64 -0.52 -0.33 0.3250
H -4.26 -1.68 0.86 0.4758
H -1.79 -1.36 -1.61 0.3348
S 0.55 -2.74 -2.40 1.3890
O -0.33 -2.72 -3.53 -0.7612
O 1.57 -3.76 -2.35 -0.7076
N 1.26 -1.21 -2.33 -0.0652
H 1.57 -0.95 -3.26 0.3306
C 2.30 -1.12 -1.33 -1.7548
H 1.87 -1.51 -0.41 0.4261
H 3.17 -1.73 -1.60 0.6280
C 2.74 0.34 -1.12 0.1958
N 1.68 1.28 -0.80 0.4025
C 0.85 1.73 -1.91 -0.1466
C 0.11 2.99 -1.43 -1.4950
N -0.70 2.73 -0.27 0.1545
C -2.05 2.43 -0.39 1.0990
C -2.88 2.53 0.74 -0.3883
C -4.24 2.34 0.64 -0.5952
C -4.83 2.05 -0.58 -0.5139
C -4.03 1.94 -1.70 -0.8771
C -2.66 2.13 -1.61 -0.4074
H -2.07 2.03 -2.51 0.2979
H -4.47 1.71 -2.66 0.3642
H -5.90 1.90 -0.65 0.3978
H -4.85 2.43 1.53 0.3824
H -2.45 2.79 1.70 0.4850
C 0.09 2.17 0.80 -1.7052
C 0.85 0.92 0.33 0.3513
H 0.11 0.14 0.07 -0.4248
H 1.49 0.56 1.13 0.6642
H 0.82 2.93 1.12 0.2686
H -0.54 1.91 1.64 0.5174
H 0.86 3.73 -1.14 0.3428
H -0.49 3.41 -2.23 0.5849
H 0.13 0.96 -2.22 0.1519
H 1.50 1.98 -2.76 0.5000
C 3.80 0.49 -0.05 -0.4520
C 4.31 1.76 0.20 -0.6232
C 5.26 1.94 1.18 -0.4513
C 5.68 0.83 1.90 -0.3619
N 5.21 -0.38 1.67 -0.6936
C 4.30 -0.55 0.73 0.1459
H 3.96 -1.57 0.60 0.4873
H 6.42 0.91 2.68 0.3669
H 5.67 2.92 1.39 0.3990
H 3.94 2.60 -0.38 0.4242
H 3.18 0.69 -2.07 0.6493
H 0.95 -4.14 0.05 0.5322
H -0.27 -4.09 2.20 0.4185
H -2.17 -4.42 3.54 0.3704
H -1.14 -3.09 4.14 0.3616
```

Output
LUMO level: 0.543 eV
Multiplicity: 1
Kohn-Sham gap: 8.228 eV
HOMO energy: -7.685 eV
Relative energy (zero: lowest compared OMol25 entry of this formula, charge and spin): 2.275 eV
SMILES: COc1ccc(S(=O)(=O)NC[C@H](c2cccnc2)N2CCN(c3ccccc3)CC2)cc1C



# 3
This record from the OMol25 dataset describes one molecule with the formula C25H30N4OS at a distorted geometry. The level of theory is wB97M-V/def2-TZVPD.

XYZ file:
```
61
Properties=species:S:1:pos:R:3:mulliken_charge:R:1
S -3.73 0.43 1.14 -0.1707
C -2.87 -0.96 1.56 0.5570
N -2.24 -1.94 1.77 -0.5269
C -9.09 2.76 6.01 -1.0034
N -8.18 1.90 5.32 0.3099
C -8.22 0.54 5.45 0.0407
O -8.99 -0.05 6.20 -0.7158
C -7.15 -0.03 4.54 0.1132
C -7.72 -0.76 3.33 -0.8026
C -8.52 -1.98 3.72 0.5001
C -7.86 -3.16 4.09 -0.2657
C -8.59 -4.24 4.58 -0.6369
C -9.99 -4.16 4.71 -0.4585
C -10.65 -3.00 4.29 -0.6206
C -9.92 -1.92 3.79 -0.2607
N -6.40 1.16 4.18 0.4233
C -5.23 1.00 3.51 -0.5396
C -4.51 2.03 2.97 -0.2043
C -3.16 1.88 2.37 0.6040
C -2.53 3.16 1.81 0.2301
C -1.42 3.02 0.98 -0.5280
C -0.67 4.12 0.60 -0.5229
C -1.02 5.42 1.00 -0.1587
N -0.26 6.51 0.59 0.2522
C -0.60 7.21 -0.62 -0.9757
C 0.58 7.27 1.49 -0.9770
C -2.15 5.57 1.83 -0.4258
C -2.91 4.46 2.20 -0.6648
C -7.06 2.42 4.57 0.1467
C -7.57 3.19 3.34 -1.5681
C -6.15 3.30 5.43 -1.5714
H -9.93 2.17 6.38 0.3789
H -8.62 3.26 6.87 0.3034
H -9.47 3.52 5.32 0.3229
H -6.53 -0.72 5.13 0.4004
H -8.37 -0.05 2.79 0.3428
H -6.88 -1.04 2.68 0.5273
H -6.77 -3.20 4.00 0.3759
H -8.07 -5.15 4.88 0.3567
H -10.55 -5.00 5.11 0.3644
H -11.74 -2.92 4.37 0.3462
H -10.42 -1.00 3.46 0.3050
H -4.98 -0.06 3.40 0.5685
H -4.96 3.01 3.00 -0.3851
H -2.37 1.33 2.98 0.4974
H -1.14 2.03 0.64 0.3653
H 0.23 4.00 0.00 0.4256
H -1.16 6.56 -1.30 0.2996
H -1.22 8.11 -0.42 0.3060
H 0.32 7.54 -1.12 0.3217
H 0.92 6.64 2.32 0.2827
H 1.46 7.63 0.93 0.3207
H 0.05 8.16 1.90 0.3177
H -2.40 6.57 2.16 0.4074
H -3.80 4.64 2.82 0.3108
H -8.31 2.59 2.81 0.3316
H -8.04 4.12 3.69 0.4988
H -6.76 3.45 2.64 0.3615
H -5.93 2.79 6.36 0.4086
H -5.20 3.54 4.93 0.2961
H -6.68 4.24 5.65 0.4622
```

Output
LUMO level: 0.153 eV
Multiplicity: 1
Kohn-Sham gap: 8.061 eV
HOMO energy: -7.908 eV
SMILES: CN(C)c1ccc([C@@H](/C=C/N2[C@H](Cc3ccccc3)C(=O)N(C)C2(C)C)SC#N)cc1



# 4
This record from the OMol25 dataset describes C25H30N5O2S6Ti as an isolated structure at a distorted geometry. The level of theory is wB97M-V/def2-TZVPD.

XYZ file:
```
69
Properties=species:S:1:pos:R:3:mulliken_charge:R:1
Ti -0.27 -0.70 0.24 -0.3160
C 2.16 -5.57 -0.64 -0.7616
S 1.28 -5.35 0.91 -0.1064
C 0.65 -3.69 0.79 0.4881
S 0.94 -2.69 -0.60 -0.6130
N -0.14 -3.38 1.76 -1.5741
N -0.65 -2.10 1.63 1.6094
C -1.60 -1.85 2.51 -1.0044
C -2.02 -0.52 2.57 0.8826
C -3.00 -0.01 3.47 -1.0574
C -3.20 1.34 3.56 -0.4176
C -2.42 2.19 2.75 -1.1521
C -1.55 1.64 1.85 -0.3454
N -1.36 0.31 1.70 0.7527
H 2.50 -6.60 -0.64 0.3554
H 1.50 -5.40 -1.49 0.2602
H 3.01 -4.90 -0.72 0.2310
H -2.00 -2.64 3.12 0.2794
H -3.55 -0.71 4.09 0.4514
H -3.93 1.74 4.25 0.4070
H -2.53 3.27 2.81 0.4667
H -0.97 2.27 1.19 0.3922
S 0.64 -0.52 -2.96 -0.4027
C 0.51 1.11 -2.51 0.8132
S -0.37 1.49 -1.07 -0.7665
C 1.18 2.16 -3.14 0.7433
C 1.18 3.48 -2.61 -0.0399
N 1.21 4.56 -2.19 -0.6848
C 1.98 1.96 -4.29 -0.1690
N 2.65 1.84 -5.23 -0.6411
C 2.16 2.64 2.73 -1.0204
C 3.33 2.70 1.76 -0.5684
C 2.96 2.30 0.33 -0.6335
S 2.63 0.57 -0.03 0.7536
O 1.53 0.12 0.93 0.0944
C 4.11 -0.23 0.65 -1.1128
C 3.97 -0.67 2.10 -0.1029
C 3.35 -2.05 2.25 -1.1849
H 2.46 2.99 3.72 0.3998
H 1.76 1.63 2.82 0.1062
H 1.34 3.27 2.38 0.3533
H 4.16 2.09 2.12 0.2382
H 3.70 3.72 1.70 0.4420
H 3.75 2.55 -0.38 0.6103
H 2.05 2.80 0.00 0.1814
H 4.92 0.49 0.49 0.4865
H 4.29 -1.08 0.00 0.5043
H 3.38 0.06 2.66 0.0471
H 4.98 -0.66 2.54 0.4302
H 3.34 -2.36 3.30 0.4174
H 2.32 -2.05 1.89 0.0358
H 3.91 -2.80 1.68 0.3531
C -4.74 -1.16 -0.54 -1.2854
S -3.27 -0.14 -0.70 0.7121
O -2.17 -1.16 -0.57 -0.2911
C -3.37 0.27 -2.43 0.4094
C -2.70 -0.52 -3.34 -0.6718
C -2.72 -0.14 -4.68 -0.5536
C -3.41 0.99 -5.07 -0.4478
C -4.07 1.78 -4.13 -0.5737
C -4.04 1.43 -2.80 -0.4715
H -4.66 -1.99 -1.23 0.3524
H -5.62 -0.55 -0.74 0.4245
H -4.75 -1.52 0.49 0.4006
H -2.11 -1.37 -3.01 0.5248
H -2.16 -0.72 -5.40 0.3930
H -3.40 1.29 -6.11 0.3765
H -4.57 2.69 -4.44 0.3746
H -4.49 2.06 -2.05 0.4156
```

Output
LUMO level (alpha / beta): 2.207 / 2.207 eV
Multiplicity: 1
Kohn-Sham gap (alpha / beta): 5.459 / 5.462 eV
HOMO energy (alpha / beta): -3.252 / -3.255 eV
Net charge: -1
Relative energy (zero: lowest compared OMol25 entry of this formula, charge and spin): 0.618 eV



Record order is preserved below.
Energy: -1340.223989; -1813.557975; -1663.029038; -4633.606398 a.u.